(1)
{"formula": "C4H10N3", "method": "the ωB97M-V functional and the def2-TZVPD basis", "gap_ev": 10.5, "smiles": "C[C@@]1(N)NC=C[NH2+]1", "charge": 1, "symbols": ["C", "C", "N", "N", "C", "C", "N", "H", "H", "H", "H", "H", "H", "H", "H", "H", "H"], "positions_angstrom": [[1.254, 0.082, -0.999], [0.390, 0.233, 0.275], [1.067, 0.315, 1.419], [-0.589, 1.235, 0.229], [-1.966, 0.734, -0.128], [-2.010, -0.583, -0.014], [-0.739, -1.191, 0.337], [1.981, -0.761, -0.942], [1.855, 0.875, -1.271], [0.406, 0.083, -1.800], [0.609, 0.538, 2.253], [2.025, -0.098, 1.256], [-0.498, 1.987, -0.530], [-2.758, 1.520, -0.239], [-2.821, -1.216, 0.030], [-0.686, -1.430, 1.368], [-0.350, -2.115, -0.104]], "forces_ev_per_a": [[-3.23, -2.22, -0.33], [0.64, 0.35, -1.27], [3.51, -1.95, -1.88], [-4.56, 2.17, -3.01], [2.21, 0.75, 1.58], [0.77, 0.05, -0.16], [2.07, -1.06, 1.02], [-1.09, 0.04, -0.35], [1.02, 2.34, 0.16], [1.98, -0.87, 0.81], [-0.12, 0.41, 1.44], [-1.50, 0.78, 1.77], [0.98, -1.32, 1.63], [0.85, -1.23, -0.05], [-1.82, -1.00, -0.32], [-0.31, 0.45, -1.28], [-1.39, 2.31, 0.22]]}

(2)
{"formula": "C35H43ClCrP2Si2", "method": "the ωB97M-V functional and the def2-TZVPD basis", "gap_ev": [6.4, 6.6], "s2": 6.041, "spin_multiplicity": 5, "symbols": ["C", "C", "C", "H", "C", "C", "H", "H", "H", "H", "Cr", "Si", "C", "C", "H", "C", "H", "C", "H", "C", "H", "C", "H", "C", "C", "H", "C", "H", "C", "H", "C", "H", "C", "H", "H", "Si", "C", "C", "H", "C", "H", "C", "H", "C", "H", "C", "H", "C", "C", "H", "C", "H", "C", "H", "C", "H", "C", "H", "H", "Cl", "C", "P", "C", "C", "C", "P", "C", "C", "H", "H", "H", "H", "H", "H", "H", "H", "H", "H", "H", "H", "H", "H", "H", "H"], "positions_angstrom": [[-2.135, -0.599, 4.140], [-2.686, -0.183, 2.874], [-2.328, -1.176, 1.890], [-3.338, 0.667, 2.692], [-1.534, -2.184, 2.536], [-1.416, -1.834, 3.928], [-0.951, -2.456, 4.689], [-2.312, -0.131, 5.102], [-2.666, -1.182, 0.860], [-1.134, -3.085, 2.081], [-0.536, -0.279, 2.702], [0.693, -0.134, -0.682], [-0.345, 1.498, -0.668], [0.285, 2.716, -0.978], [1.374, 2.754, -1.037], [-0.480, 3.844, -1.284], [0.020, 4.756, -1.609], [-1.869, 3.817, -1.192], [-2.458, 4.697, -1.447], [-2.502, 2.648, -0.781], [-3.591, 2.618, -0.688], [-1.742, 1.497, -0.519], [-2.265, 0.587, -0.199], [-0.365, -1.736, -0.904], [-1.557, -1.773, -1.658], [-2.024, -0.855, -2.028], [-2.121, -3.007, -2.016], [-2.970, -3.036, -2.705], [-1.586, -4.196, -1.521], [-1.991, -5.158, -1.841], [-0.501, -4.154, -0.644], [-0.089, -5.083, -0.246], [0.094, -2.929, -0.327], [0.951, -2.905, 0.352], [0.134, -0.233, 0.880], [0.993, -0.230, -2.930], [1.008, -1.776, -3.913], [0.335, -1.723, -5.148], [0.076, -0.746, -5.566], [-0.024, -2.914, -5.771], [-0.592, -2.858, -6.696], [0.335, -4.137, -5.203], [0.029, -5.064, -5.681], [1.101, -4.175, -4.035], [1.400, -5.130, -3.607], [1.478, -2.995, -3.397], [2.088, -2.978, -2.489], [0.354, 1.159, -3.931], [-1.037, 1.271, -4.000], [-1.666, 0.525, -3.500], [-1.597, 2.351, -4.679], [-2.681, 2.435, -4.721], [-0.767, 3.277, -5.321], [-1.216, 4.079, -5.906], [0.623, 3.155, -5.249], [1.264, 3.865, -5.775], [1.202, 2.109, -4.524], [2.283, 1.997, -4.396], [2.245, 0.185, -2.176], [2.575, -0.318, 0.324], [-0.483, 2.199, 3.114], [0.977, 3.343, 3.265], [1.130, 3.479, 5.100], [2.389, 2.200, 2.851], [2.757, 1.053, 3.806], [1.524, -0.317, 3.949], [2.391, -1.852, 3.537], [1.211, -0.487, 5.739], [-1.390, 2.810, 3.073], [-0.565, 1.544, 4.011], [-0.419, 1.651, 2.135], [1.097, 2.508, 5.612], [2.056, 4.026, 5.325], [0.294, 4.100, 5.444], [2.189, 1.787, 1.846], [3.248, 2.894, 2.776], [3.673, 0.564, 3.447], [2.933, 1.439, 4.817], [3.331, -1.909, 4.105], [1.747, -2.703, 3.791], [2.604, -1.887, 2.463], [0.607, 0.344, 6.123], [0.663, -1.419, 5.925], [2.166, -0.521, 6.281]], "forces_ev_per_a": [[-0.79, -0.40, -0.70], [-0.80, -1.24, 0.66], [-0.20, -0.22, 1.09], [0.28, -0.14, 0.10], [-1.29, -0.45, 0.85], [-0.97, -0.24, -0.90], [-0.01, 0.30, -0.20], [0.18, 0.06, -0.21], [0.37, -0.02, 0.19], [-0.08, 0.33, 0.01], [2.79, 0.15, -1.88], [-3.58, -0.58, 1.04], [0.70, 0.25, -0.04], [-0.52, -0.13, -0.28], [-0.24, 0.09, -0.13], [0.26, 0.15, 0.15], [-0.09, -0.14, 0.13], [0.05, -0.14, -0.04], [0.17, -0.16, 0.07], [0.26, -0.38, 0.09], [0.32, -0.02, 0.01], [-0.20, 0.10, -0.03], [0.29, 0.35, -0.22], [-0.33, -0.16, 1.34], [0.37, -0.70, -0.27], [0.32, -0.27, 0.01], [0.05, 0.45, 0.17], [0.18, 0.02, 0.33], [0.21, -0.11, 0.01], [0.05, 0.29, 0.15], [-0.03, 0.06, -0.15], [-0.12, 0.20, -0.06], [-0.24, -0.14, -0.45], [-0.15, -0.01, -0.18], [-0.28, 0.07, 1.84], [1.84, 0.75, 0.40], [0.37, -0.16, -0.27], [0.04, -0.44, 0.56], [-0.07, -0.48, 0.06], [0.14, 0.13, -0.04], [0.10, -0.22, 0.07], [0.02, 0.17, 0.03], [0.05, 0.12, 0.09], [0.24, 0.03, 0.05], [-0.04, 0.11, -0.15], [-0.57, 0.16, -0.42], [-0.32, -0.25, -0.27], [0.17, 0.45, 0.09], [0.13, 0.66, -0.35], [0.17, 0.39, -0.29], [0.06, -0.22, -0.07], [0.17, 0.16, -0.08], [-0.02, -0.24, 0.03], [0.14, -0.10, 0.19], [0.17, -0.04, 0.02], [-0.22, -0.08, 0.18], [-0.85, -0.05, -0.05], [-0.36, 0.16, -0.23], [1.10, 0.17, -1.64], [0.10, 0.01, -0.68], [0.07, 0.69, 0.34], [0.06, -0.25, -0.36], [-0.16, 0.11, -0.16], [-0.05, 0.13, 0.00], [0.04, -0.15, -0.02], [-0.40, 0.21, -0.23], [0.50, -0.15, 0.19], [0.33, -0.07, 0.28], [0.04, -0.12, -0.04], [-0.02, 0.40, -0.64], [0.01, 0.77, 0.55], [0.10, 0.29, 0.00], [-0.19, -0.27, 0.07], [0.15, -0.16, 0.05], [0.13, 0.35, 0.36], [-0.20, -0.45, -0.11], [0.00, 0.22, 0.16], [0.16, -0.12, -0.14], [-0.16, -0.19, -0.15], [0.14, 0.18, -0.01], [-0.05, 0.07, 0.26], [0.15, -0.15, -0.13], [0.14, 0.22, -0.05], [-0.24, 0.01, 0.02]]}

Ordered molecular weight results: 100.1, 669.3; unit g mol⁻¹.